(1)
61
Properties=species:S:1:pos:R:3 method="wB97M-V/def2-TZVPD" de_lowest_kcal_mol=7.7 homo_ha="-0.3765 / -0.3727" homo_lumo_gap_ev="7.71 / 4.13" charge=+1 s2=3.768 spin_multiplicity=4
Tc -0.467 -0.571 0.060
C -2.315 1.838 3.267
C -2.259 0.611 2.403
O -1.837 0.658 1.246
N -2.722 -0.519 2.950
C -2.697 -1.790 2.248
C -1.350 -2.458 2.393
C -1.199 -3.435 3.365
C 0.020 -4.073 3.533
C 1.069 -3.662 2.731
C 0.850 -2.657 1.805
N -0.337 -2.069 1.593
H -2.278 2.724 2.640
H -1.441 1.850 3.917
H -3.207 1.862 3.885
H -2.948 -0.530 3.932
H -2.899 -1.603 1.189
H -3.474 -2.434 2.666
H -2.043 -3.709 3.979
H 0.143 -4.851 4.270
H 2.049 -4.098 2.826
H 1.674 -2.323 1.197
C 0.889 5.539 -4.593
O 0.241 4.351 -4.177
C 0.482 3.841 -2.961
C 1.304 4.438 -1.986
C 1.485 3.830 -0.769
C 0.923 2.584 -0.449
C 1.167 1.950 0.827
C 1.853 2.738 1.909
O 0.847 0.780 1.085
C 0.088 1.961 -1.442
O -0.497 0.832 -1.268
C -0.125 2.631 -2.663
H 0.488 5.755 -5.584
H 1.971 5.393 -4.663
H 0.669 6.375 -3.924
H 1.800 5.374 -2.184
H 2.099 4.327 -0.036
H 2.882 2.950 1.630
H 1.862 2.156 2.828
H 1.339 3.681 2.076
H -0.765 2.163 -3.393
S -1.755 -3.730 -2.951
C -3.205 -3.060 -2.326
C -2.983 -2.115 -1.369
C -1.614 -1.882 -1.092
C -0.833 -2.705 -1.904
C 0.585 -2.563 -1.867
C 1.513 -3.303 -2.609
C 2.853 -2.988 -2.525
C 3.247 -1.935 -1.699
C 2.282 -1.268 -0.973
N 0.982 -1.568 -1.032
H -4.148 -3.401 -2.709
H -3.796 -1.583 -0.907
H 1.162 -4.110 -3.233
H 3.585 -3.541 -3.092
H 4.283 -1.651 -1.617
H 2.551 -0.467 -0.300
Br 1.957 -0.542 3.847

---

(2)
108
Properties=species:S:1:pos:R:3 method="wB97M-V/def2-TZVPD" homo_ha="-0.4036 / -0.4036" homo_lumo_gap_ev="4.47 / 4.47" charge=+2 s2=0.751 spin_multiplicity=2
Ce -0.270 0.782 1.398
O -0.674 -3.267 -1.049
C -0.588 -2.037 -0.548
O -1.112 -1.615 0.487
C -0.116 -1.073 -1.530
C -0.166 -1.266 -2.972
C 0.658 -0.395 -3.697
C 1.408 0.650 -3.102
C 1.084 0.963 -1.788
N 0.335 0.069 -1.050
C 1.643 2.102 -0.982
O 2.494 2.939 -1.550
O 1.208 2.352 0.180
H -1.007 -3.866 -0.342
H -0.852 -1.972 -3.551
H 0.780 -0.533 -4.752
H 2.170 1.103 -3.635
H 2.897 2.659 -2.450
N -3.276 3.236 -0.889
C -3.325 2.133 -0.181
O -2.232 1.588 0.367
C -4.602 1.550 0.102
I -5.147 0.321 -1.728
H -2.380 3.631 -1.110
H -4.110 3.541 -1.270
H -5.435 2.297 0.314
H -4.592 0.909 0.951
C -0.601 5.248 1.972
N 0.229 4.997 3.189
C 0.408 6.158 4.056
P 1.037 3.469 3.518
O 0.248 2.383 2.792
N 2.543 3.573 2.824
C 3.013 4.661 2.017
C 3.430 2.392 2.957
N 1.209 3.244 5.155
C 0.047 3.143 6.066
C 2.541 3.264 5.872
H -0.137 4.995 1.059
H -0.889 6.297 2.078
H -1.481 4.691 2.069
H 1.398 6.638 3.929
H 0.225 5.884 5.118
H -0.344 6.870 3.814
H 3.531 4.150 1.141
H 3.733 5.290 2.621
H 2.272 5.306 1.660
H 2.972 1.690 3.632
H 4.369 2.669 3.330
H 3.712 1.929 1.971
H -0.892 2.839 5.557
H -0.281 4.072 6.469
H 0.110 2.515 6.964
H 3.349 3.337 5.162
H 2.713 2.445 6.564
H 2.564 4.188 6.481
N 0.856 -0.515 3.204
S 0.966 -1.914 3.964
C 2.118 -1.772 5.450
C 1.617 -1.785 6.676
C 2.363 -1.474 7.827
C 3.632 -1.181 7.664
C 4.211 -1.042 6.405
C 3.419 -1.281 5.308
C 1.780 -3.179 2.982
C 2.221 -2.965 1.719
C 3.098 -3.840 1.075
C 3.452 -5.001 1.750
C 2.901 -5.288 3.028
C 2.007 -4.387 3.619
H 1.086 0.305 3.768
H 0.543 -1.703 6.835
H 1.838 -1.374 8.772
H 4.246 -1.026 8.581
H 5.130 -0.525 6.318
H 3.745 -1.012 4.329
H 1.971 -2.043 1.244
H 3.733 -3.495 0.244
H 4.143 -5.738 1.287
H 3.180 -6.274 3.472
H 1.375 -4.686 4.488
Cl -3.181 1.975 4.696
Si -2.297 0.273 3.693
Cl -3.763 -1.105 3.113
Cl -1.637 -0.715 5.458
Te -2.699 -2.996 -6.933
C -3.925 -1.573 -8.127
C -3.351 -0.849 -9.147
C -4.187 0.137 -9.736
C -5.490 0.410 -9.325
C -6.033 -0.297 -8.231
C -5.208 -1.304 -7.684
C -1.920 -4.784 -8.011
C -0.597 -5.130 -7.929
C -0.104 -6.120 -8.878
C -0.973 -6.784 -9.704
C -2.326 -6.380 -9.788
C -2.767 -5.280 -9.045
H -2.345 -1.051 -9.442
H -3.732 0.711 -10.588
H -6.014 1.287 -9.693
H -6.982 -0.008 -7.698
H -5.569 -1.844 -6.813
H 0.086 -4.592 -7.181
H 0.919 -6.374 -8.880
H -0.571 -7.592 -10.301
H -2.993 -6.866 -10.532
H -3.796 -5.094 -8.963

---

(3)
31
Properties=species:S:1:pos:R:3 method="wB97M-V/def2-TZVPD" de_lowest_kcal_mol=130.3 homo_ha="-0.0090 / -0.1210" homo_lumo_gap_ev="3.62 / 6.33" charge=-1 s2=2.008 spin_multiplicity=3
C -2.495 -0.569 0.390
C 0.237 -0.542 0.211
C -2.038 0.644 0.933
C -0.989 1.448 0.024
C -0.523 2.608 0.982
C -1.559 1.991 -1.243
C 1.439 -2.463 0.988
C 2.849 -0.503 0.159
C 1.233 -1.949 -1.382
C 1.508 -1.349 -0.005
N -3.043 -1.467 -0.066
N 0.248 0.691 -0.243
O 1.206 1.481 -0.839
O -3.656 -2.297 -0.699
H -2.973 1.234 0.836
H -1.792 0.680 2.008
H -0.475 2.599 2.037
H -1.205 3.471 0.831
H 0.477 3.079 0.568
H -2.512 2.622 -1.144
H -1.736 1.112 -1.964
H -0.915 2.843 -1.722
H 1.412 -1.963 2.013
H 0.437 -2.913 0.893
H 2.275 -3.195 0.982
H 2.557 0.510 -0.053
H 3.557 -0.864 -0.498
H 3.153 -0.706 1.223
H 0.960 -1.247 -2.110
H 0.340 -2.459 -1.189
H 2.025 -2.526 -1.923

---

(4)
36
Properties=species:S:1:pos:R:3 method="wB97M-V/def2-TZVPD" homo_ha="-0.3173 / -0.3169" homo_lumo_gap_ev="8.72 / 8.47" spin_multiplicity=1
Co -0.076 -0.311 -0.505
N -0.543 0.077 1.331
C -1.918 -0.200 1.668
C -2.675 0.776 2.293
C -4.003 0.530 2.599
C -4.560 -0.697 2.274
C -3.795 -1.663 1.640
C -2.457 -1.439 1.318
C -1.644 -2.461 0.608
C -1.966 -3.816 0.738
C -1.252 -4.787 0.061
C -0.187 -4.423 -0.751
C 0.156 -3.086 -0.878
C -0.561 -2.106 -0.203
H 0.112 -0.506 1.850
H -0.288 1.040 1.526
H -2.223 1.730 2.541
H -4.597 1.293 3.083
H -5.599 -0.899 2.497
H -4.255 -2.598 1.353
H -2.771 -4.114 1.397
H -1.523 -5.829 0.173
H 0.372 -5.179 -1.288
H 0.985 -2.800 -1.513
Cl -3.253 0.661 -3.957
C -1.737 -0.230 -3.951
Cl -0.636 0.440 -5.159
Cl -2.041 -1.946 -4.282
C -1.065 -0.176 -2.568
O -1.695 0.243 -1.566
O 0.107 -0.607 -2.443
C 2.519 0.927 -0.890
O 1.579 0.281 -0.079
H 2.154 1.907 -1.218
H 2.769 0.353 -1.790
H 3.442 1.083 -0.324

---

Max |F| values (in eV/A) by entry order: 1.5 5.0 4.6 0.8.